1.
# C3H3FOS

One molecule with the formula C3H3FOS in a non-equilibrium geometry (ωB97M-V/def2-TZVPD, the OMol25 dataset).

Positions of all 9 atoms, in Å:
S1 0.060 0.641 -1.731
F1 1.353 -1.346 0.471
O1 -0.953 0.942 0.733
C1 -0.449 0.073 1.658
C2 0.075 -0.923 0.662
C3 -0.330 0.181 -0.219
H1 0.318 0.663 2.274
H2 -0.624 -1.789 0.424
H3 -0.993 -0.527 2.290

Values from the calculation:
orbital gap	9.082	eV
E_LUMO	-0.2	eV
charge	0

Atom charges from the Mulliken analysis, given in e for atoms 1 to 6: atom 1 (S): -0.284, atom 2 (F): -0.258, atom 3 (O): -0.289, atom 4 (C): -0.388, atom 5 (C): 0.336, atom 6 (C): 0.110

---

2.
# C3H3FOS

One molecule with the formula C3H3FOS in a non-equilibrium geometry (ωB97M-V/def2-TZVPD, the OMol25 dataset).

Positions of all 9 atoms, in Å:
S1 2.386 -0.409 -0.058
F1 -1.282 0.895 -0.074
O1 1.162 1.743 0.012
C1 -0.411 -0.124 -0.143
C2 -0.923 -1.348 -0.046
C3 0.972 0.395 -0.005
H1 -2.182 -1.328 0.297
H2 0.448 2.309 -0.074
H3 -0.170 -2.132 0.092

Values from the calculation:
orbital gap	8.319	eV
E_LUMO	-0.8	eV
charge	0

Atom charges from the Mulliken analysis, given in e for atoms 1 to 6: atom 1 (S): -0.268, atom 2 (F): -0.288, atom 3 (O): -0.434, atom 4 (C): 0.457, atom 5 (C): -0.567, atom 6 (C): 0.242

---

3.
# C3H3FP2

One molecule with the formula C3H3FP2 in a non-equilibrium geometry (ωB97M-V/def2-TZVPD, the OMol25 dataset).

Positions of all 9 atoms, in Å:
P1 2.985 -0.385 -0.721
P2 0.318 -1.139 1.055
F1 -1.628 1.969 -0.714
C1 -0.719 1.056 -0.254
C2 1.673 -0.513 0.141
C3 -1.025 0.093 0.576
H1 0.346 1.152 -0.669
H2 0.129 -1.913 -0.087
H3 -2.079 -0.320 0.672

Values from the calculation:
orbital gap	8.981	eV
E_LUMO	-0.2	eV
charge	0

Atom charges from the Mulliken analysis, given in e for atoms 1 to 6: atom 1 (P): -0.151, atom 2 (P): -0.069, atom 3 (F): -0.230, atom 4 (C): 0.035, atom 5 (C): 0.168, atom 6 (C): -0.250

---

4.
# C3H3FS4

One molecule with the formula C3H3FS4 in a non-equilibrium geometry (ωB97M-V/def2-TZVPD, the OMol25 dataset).

Positions of all 11 atoms, in Å:
S1 0.765 -2.072 -1.020
S2 -0.455 2.459 -0.156
S3 -2.128 -1.143 -0.808
S4 2.182 1.117 0.091
F1 -1.134 0.062 1.581
C1 -0.076 -0.143 0.751
C2 -0.436 -1.126 -0.421
C3 0.459 1.187 0.251
H1 0.723 -0.621 1.334
H2 -2.161 -2.141 -1.702
H3 2.263 2.421 0.100

Values from the calculation:
orbital gap	7.976	eV
E_LUMO	-1.2	eV
charge	0

Atom charges from the Mulliken analysis, given in e for atoms 1 to 6: atom 1 (S): -0.185, atom 2 (S): -0.179, atom 3 (S): -0.139, atom 4 (S): -0.129, atom 5 (F): -0.277, atom 6 (C): -0.422

---

5.
# C3H3FeO2

C3H3FeO2 as an isolated structure (ωB97M-V/def2-TZVPD, the OMol25 dataset).

Positions of all 9 atoms, in Å:
Fe1 -1.062 1.133 -0.139
O1 -0.035 -1.750 -1.500
O2 1.102 0.882 0.513
C1 0.068 0.267 1.412
C2 0.795 -0.502 0.355
C3 -0.100 -0.697 -0.863
H1 -2.153 2.463 -0.080
H2 1.626 -1.185 0.583
H3 0.503 0.105 2.407

Values from the calculation:
orbital gap (alpha / beta)	7.355 / 7.385	eV
E_LUMO (alpha / beta)	4.3 / 4.1	eV
charge	-1
multiplicity	5

Atom charges from the Mulliken analysis, given in e for atoms 1 to 6: atom 1 (Fe): -0.098, atom 2 (O): -0.546, atom 3 (O): -0.404, atom 4 (C): -0.554, atom 5 (C): 0.006, atom 6 (C): 0.129

---

6.
# C3H3HgLiO3

C3H3HgLiO3 as an isolated structure in a non-equilibrium geometry (ωB97M-V/def2-TZVPD, the OMol25 dataset).

Positions of all 11 atoms, in Å:
Hg1 -4.133 -0.985 0.002
O1 -1.121 0.092 0.565
O2 -2.433 -0.943 -0.902
O3 2.160 -0.073 0.741
C1 -2.297 -0.386 0.225
C2 1.215 0.518 0.240
C3 -0.014 -0.071 -0.355
Li1 3.947 0.579 1.082
H1 -0.225 0.457 -1.297
H2 0.132 -1.138 -0.578
H3 2.769 1.948 0.279

Values from the calculation:
orbital gap (alpha / beta)	2.816 / 2.606	eV
E_LUMO (alpha / beta)	-7.3 / -7.3	eV
charge	+1
multiplicity	2

Atom charges from the Mulliken analysis, given in e for atoms 1 to 6: atom 1 (Hg): 0.870, atom 2 (O): -0.271, atom 3 (O): -0.483, atom 4 (O): -0.326, atom 5 (C): 0.411, atom 6 (C): -0.248

---

7.
# C3H3HgO2

C3H3HgO2 as an isolated structure in a non-equilibrium geometry (ωB97M-V/def2-TZVPD, the OMol25 dataset).

Positions of all 9 atoms, in Å:
Hg1 -0.935 2.960 0.307
O1 -0.895 -1.078 0.097
O2 0.259 0.847 -0.129
C1 1.237 -2.517 0.224
C2 1.107 -1.408 -0.554
C3 0.114 -0.368 -0.159
H1 0.409 -2.981 0.761
H2 2.205 -3.013 0.310
H3 1.630 -1.261 -1.502

Values from the calculation:
orbital gap (alpha / beta)	10.307 / 6.685	eV
E_LUMO (alpha / beta)	-4.3 / -8.2	eV
charge	+1
multiplicity	3

Atom charges from the Mulliken analysis, given in e for atoms 1 to 6: atom 1 (Hg): 0.879, atom 2 (O): -0.375, atom 3 (O): -0.625, atom 4 (C): -0.431, atom 5 (C): -0.134, atom 6 (C): 0.730

---

8.
# C3H3HgO3

C3H3HgO3 as an isolated structure in a non-equilibrium geometry (ωB97M-V/def2-TZVPD, the OMol25 dataset).

Positions of all 10 atoms, in Å:
Hg1 -3.617 2.167 0.782
O1 -1.732 0.406 0.487
O2 0.970 -0.510 0.901
O3 2.994 -1.270 1.745
C1 2.029 -0.867 1.292
C2 -1.173 0.008 -0.462
C3 0.238 -0.141 -0.823
H1 0.756 0.817 -0.967
H2 0.402 -1.122 -1.293
H3 -0.867 0.512 -1.662

Values from the calculation:
orbital gap (alpha / beta)	8.765 / 7.824	eV
E_LUMO (alpha / beta)	-10.6 / -12.5	eV
charge	+2
multiplicity	2

Atom charges from the Mulliken analysis, given in e for atoms 1 to 6: atom 1 (Hg): 0.968, atom 2 (O): -0.344, atom 3 (O): -0.408, atom 4 (O): -0.156, atom 5 (C): 0.729, atom 6 (C): 0.479

---

Relative energy (zero: lowest compared OMol25 entry of this formula, charge and spin), record by record: 41.1, 35.1, 29.3, 1.4, 0.0, 192.2, 11.6, 0.0 kcal per mole
DFT total energy, record by record: -689.31656, -689.32614, -898.56583, -1808.68078, -1530.16652, -502.18101, -419.60205, -494.37480 Eh